No. 1
{"formula": "C22H36Br3MgN4S2Si2Te", "method": "wB97M-V/def2-TZVPD", "total_charge": 1, "largest_force_ha_per_bohr": 0.0185, "total_energy_ha": -10644.3870, "relative_energy_kj_mol": 89.56, "homo_energy_ev": -10.8, "species": ["Mg", "C", "S", "C", "S", "N", "N", "C", "C", "C", "C", "C", "C", "N", "H", "H", "H", "H", "H", "H", "H", "H", "Br", "C", "Br", "H", "H", "Br", "C", "C", "C", "C", "N", "C", "H", "H", "H", "H", "C", "Si", "C", "C", "C", "Te", "C", "Si", "C", "C", "C", "H", "H", "H", "H", "H", "H", "H", "H", "H", "H", "H", "H", "H", "H", "H", "H", "H", "H", "H", "H", "H", "H"], "coordinates": [[-1.4844, -0.8196, 0.5996], [-4.8436, 1.5845, -3.1078], [-4.4145, 2.1979, -1.4597], [-3.6519, 0.8175, -0.7381], [-3.2081, 1.0107, 0.9044], [-3.5368, -0.2714, -1.4710], [-2.7758, -1.2237, -0.9263], [-2.8444, -2.4479, -1.2934], [-1.9904, -3.4027, -0.6012], [-1.9753, -4.7474, -0.9632], [-1.2100, -5.6332, -0.2261], [-0.4706, -5.1547, 0.8473], [-0.5130, -3.8003, 1.1250], [-1.2499, -2.9404, 0.4262], [-5.4281, 2.3658, -3.5871], [-5.4343, 0.6787, -3.0135], [-3.9345, 1.3863, -3.6680], [-3.5527, -2.7879, -2.0444], [-2.5632, -5.0742, -1.8099], [-1.1938, -6.6831, -0.4856], [0.1235, -5.8187, 1.4576], [0.0580, -3.3806, 1.9409], [-1.4522, -1.4429, 3.7426], [-3.3587, -1.6756, 3.9384], [-4.1239, -2.5004, 2.3712], [-3.8033, -0.6965, 4.0642], [-3.5342, -2.3160, 4.7929], [5.7476, -1.3917, 1.2599], [4.2719, -2.1231, 0.3315], [4.4385, -2.8889, -0.8103], [3.2999, -3.3509, -1.4506], [2.0575, -2.9917, -0.9498], [1.8993, -2.2571, 0.1485], [2.9932, -1.8572, 0.7931], [5.4277, -3.1081, -1.1873], [3.3800, -3.9820, -2.3246], [1.1451, -3.2908, -1.4565], [2.8499, -1.2980, 1.7124], [2.0969, 2.5024, -2.8173], [0.2269, 2.4073, -2.5837], [-0.7172, 3.8889, -3.2606], [-0.3313, 0.7632, -3.3389], [-0.1573, 2.3424, -0.7230], [0.7573, 0.6236, 0.1700], [0.4821, 1.4145, 2.1572], [1.8832, 2.5720, 2.7545], [2.6244, 3.5218, 1.3000], [3.1851, 1.4541, 3.5494], [1.0585, 3.7159, 4.0031], [2.3471, 2.5571, -3.8780], [2.5796, 1.6113, -2.4101], [2.5352, 3.3745, -2.3295], [-0.6041, 3.9908, -4.3407], [-0.3603, 4.8119, -2.8002], [-1.7821, 3.8008, -3.0371], [-0.1362, 0.7493, -4.4124], [-1.3963, 0.5690, -3.1904], [0.2281, -0.0656, -2.8935], [-1.2317, 2.3143, -0.5406], [0.2480, 3.2198, -0.2177], [0.4170, 0.5683, 2.8412], [-0.4893, 1.9119, 2.1494], [2.7661, 2.8716, 0.4339], [3.6010, 3.9288, 1.5665], [1.9964, 4.3622, 0.9998], [3.9797, 1.2035, 2.8443], [2.7507, 0.5235, 3.9196], [3.6484, 1.9559, 4.4002], [0.3304, 4.3718, 3.5235], [1.7857, 4.3457, 4.5176], [0.5332, 3.1333, 4.7625]]}

No. 2
{"formula": "C22H36BrCoN4O2P2", "method": "wB97M-V/def2-TZVPD", "total_charge": 2, "spin_multiplicity": 5, "largest_force_ha_per_bohr": 0.0344, "s2": 6.015, "total_energy_ha": -5868.4472, "relative_energy_kj_mol": 49.69, "homo_energy_ev": [-12.9, -13.0], "species": ["Co", "Br", "C", "C", "C", "C", "C", "C", "C", "C", "C", "C", "H", "H", "H", "H", "H", "H", "C", "P", "C", "C", "C", "P", "C", "C", "H", "H", "H", "H", "H", "H", "H", "H", "H", "H", "H", "H", "H", "H", "H", "H", "N", "C", "C", "C", "C", "N", "C", "N", "N", "C", "O", "O", "H", "H", "H", "H", "H", "H", "H", "H", "H", "H", "H", "H", "H", "H"], "coordinates": [[0.3718, -0.6013, 0.6726], [-0.5395, -2.8385, 1.9100], [-1.1499, -3.5596, 0.2146], [-1.8378, -4.7434, 0.2387], [-2.2574, -5.3160, -0.9714], [-1.9302, -4.7137, -2.1557], [-1.2059, -3.5033, -2.1872], [-0.8553, -2.8927, -3.4082], [-0.2229, -1.6812, -3.4188], [0.0720, -1.0192, -2.2144], [-0.1925, -1.5864, -0.9829], [-0.8211, -2.8636, -0.9653], [-2.0785, -5.2086, 1.1838], [-2.8295, -6.2298, -0.9477], [-2.2585, -5.1340, -3.0931], [-1.1124, -3.3967, -4.3261], [0.0427, -1.2089, -4.3510], [0.5347, -0.0427, -2.2904], [-2.4502, 1.4119, 1.5507], [-0.7250, 0.9535, 1.9618], [-0.8695, 0.3755, 3.6971], [0.0511, 2.6113, 2.2731], [0.0200, 3.5811, 1.0990], [1.0217, 3.0093, -0.3637], [2.6549, 3.7634, -0.0658], [0.3074, 3.9172, -1.8010], [-2.8185, 2.1741, 2.2379], [-3.0832, 0.5281, 1.6269], [-2.5062, 1.7757, 0.5248], [-1.4583, 1.0802, 4.2824], [0.1197, 0.2781, 4.1453], [-1.3524, -0.5999, 3.7310], [1.0875, 2.4416, 2.5780], [-0.4779, 3.0546, 3.1244], [0.4614, 4.5367, 1.4085], [-1.0058, 3.7697, 0.7769], [2.5815, 4.8371, -0.2357], [3.3919, 3.3239, -0.7356], [2.9702, 3.5696, 0.9574], [0.0880, 4.9455, -1.5184], [-0.6073, 3.4335, -2.1367], [1.0202, 3.9081, -2.6224], [2.3416, -1.3794, 1.2362], [3.1496, -1.1548, 0.0329], [4.6237, -1.5224, 0.2032], [4.8689, -2.9171, 0.7973], [4.4073, -4.1014, -0.0669], [2.9781, -4.3973, 0.0162], [2.4222, -5.2230, 0.9044], [3.0780, -5.5585, 2.0099], [1.1844, -5.6695, 0.7050], [2.9601, 0.3547, -0.3772], [3.8298, 0.9541, -0.9500], [1.8114, 0.8052, -0.0265], [2.7476, -0.8263, 1.9916], [2.3881, -2.3580, 1.5110], [2.7079, -1.7277, -0.7898], [5.0968, -0.7850, 0.8554], [5.1070, -1.4347, -0.7699], [4.4116, -2.9832, 1.7883], [5.9460, -3.0164, 0.9400], [4.9585, -4.9983, 0.2297], [4.6322, -3.9052, -1.1153], [2.4299, -4.1471, -0.7918], [4.0231, -5.2470, 2.1550], [2.7081, -6.2411, 2.6513], [0.6514, -5.3983, -0.1068], [0.7146, -6.2534, 1.3794]]}